Entry 1:
DFT (wB97M-V/def2-TZVPD) results for 11 unconnected molecules or ions with the total composition C47H81N12S at a distorted geometry.

Positions of all 141 atoms, in Å:
1 N -3.374 -1.116 4.240
2 C -3.580 -2.543 4.479
3 C -2.274 -3.407 4.667
4 C -1.096 -3.071 3.721
5 C 0.216 -3.009 4.325
6 N 1.346 -2.746 3.584
7 C 1.296 -2.503 2.242
8 C 0.065 -2.537 1.516
9 C -1.150 -2.849 2.279
10 S -2.710 -2.953 1.409
11 H -2.689 -0.916 3.518
12 H -3.226 -0.582 5.090
13 H -4.184 -2.655 5.418
14 H -4.191 -2.997 3.663
15 H -2.455 -4.510 4.587
16 H -1.911 -3.221 5.710
17 H 0.373 -3.176 5.413
18 H 2.258 -2.701 4.040
19 H 2.210 -2.266 1.653
20 H -0.021 -2.343 0.429
21 H -2.479 -3.276 0.089
22 C 1.413 -0.486 -3.242
23 C 0.021 -0.579 -3.889
24 C -1.059 -0.939 -2.860
25 C -0.755 -2.257 -2.250
26 N -0.514 -3.286 -1.782
27 H 1.733 -1.441 -2.814
28 H 2.157 -0.203 -3.989
29 H 1.425 0.266 -2.447
30 H 0.046 -1.325 -4.684
31 H -0.202 0.354 -4.340
32 H -2.035 -0.989 -3.334
33 H -1.105 -0.182 -2.073
34 C 2.743 -6.662 -4.231
35 C 2.476 -5.420 -3.387
36 C 2.060 -4.209 -4.225
37 C 3.139 -3.856 -5.180
38 N 3.979 -3.583 -5.920
39 H 3.574 -6.507 -4.923
40 H 3.007 -7.506 -3.592
41 H 1.860 -6.939 -4.811
42 H 3.375 -5.181 -2.813
43 H 1.684 -5.642 -2.667
44 H 1.868 -3.354 -3.577
45 H 1.146 -4.424 -4.782
46 C -2.905 -1.317 -8.371
47 C -4.050 -0.742 -7.544
48 C -3.666 0.543 -6.801
49 C -2.550 0.272 -5.864
50 N -1.678 0.062 -5.132
51 H -2.059 -1.605 -7.741
52 H -3.232 -2.211 -8.903
53 H -2.553 -0.593 -9.108
54 H -4.384 -1.498 -6.828
55 H -4.894 -0.530 -8.205
56 H -4.521 0.920 -6.237
57 H -3.357 1.317 -7.507
58 C -6.907 1.278 5.325
59 C -6.248 2.652 5.270
60 C -4.833 2.658 5.853
61 C -4.872 2.252 7.280
62 N -4.903 1.936 8.387
63 H -7.032 0.932 6.353
64 H -7.900 1.315 4.873
65 H -6.314 0.537 4.782
66 H -6.873 3.368 5.810
67 H -6.205 2.985 4.230
68 H -4.400 3.657 5.779
69 H -4.188 1.968 5.304
70 C 1.173 1.852 -7.632
71 C 1.271 1.554 -9.124
72 C 0.332 2.421 -9.970
73 C -1.076 2.180 -9.574
74 N -2.169 1.988 -9.264
75 H 0.174 1.637 -7.243
76 H 1.878 1.233 -7.074
77 H 1.404 2.900 -7.425
78 H 1.046 0.497 -9.290
79 H 2.299 1.719 -9.453
80 H 0.449 2.180 -11.028
81 H 0.564 3.480 -9.837
82 C -0.958 7.220 -12.032
83 C -1.887 6.357 -12.880
84 C -1.722 4.859 -12.608
85 C -0.335 4.433 -12.919
86 N 0.742 4.103 -13.160
87 H 0.092 7.013 -12.249
88 H -1.129 8.277 -12.237
89 H -1.130 7.049 -10.966
90 H -1.696 6.564 -13.937
91 H -2.921 6.644 -12.679
92 H -2.415 4.286 -13.227
93 H -1.938 4.634 -11.561
94 C 5.243 -3.970 3.866
95 C 6.558 -3.457 4.439
96 C 6.356 -2.569 5.670
97 C 5.537 -1.386 5.311
98 N 4.902 -0.466 5.030
99 H 4.611 -3.146 3.520
100 H 5.427 -4.620 3.010
101 H 4.687 -4.542 4.615
102 H 7.089 -2.901 3.663
103 H 7.187 -4.306 4.712
104 H 7.320 -2.233 6.054
105 H 5.850 -3.122 6.465
106 C -5.437 -3.556 8.328
107 C -5.330 -5.026 8.722
108 C -3.962 -5.388 9.307
109 C -2.894 -5.132 8.308
110 N -2.066 -4.934 7.532
111 H -4.723 -3.298 7.542
112 H -6.434 -3.338 7.944
113 H -5.253 -2.905 9.186
114 H -5.532 -5.645 7.844
115 H -6.103 -5.253 9.459
116 H -3.938 -6.443 9.585
117 H -3.759 -4.797 10.202
118 C 7.032 4.791 5.681
119 C 6.062 3.946 4.862
120 C 6.224 2.442 5.111
121 C 7.593 2.007 4.741
122 N 8.656 1.668 4.453
123 H 8.070 4.575 5.421
124 H 6.863 5.852 5.490
125 H 6.900 4.612 6.752
126 H 6.212 4.159 3.801
127 H 5.042 4.242 5.103
128 H 5.503 1.883 4.515
129 H 6.048 2.207 6.163
130 C 0.244 5.499 5.293
131 C 1.238 4.698 6.128
132 C 2.474 5.511 6.525
133 C 3.198 5.964 5.312
134 N 3.751 6.326 4.363
135 H 0.681 5.817 4.344
136 H -0.631 4.891 5.059
137 H -0.093 6.388 5.831
138 H 1.544 3.812 5.565
139 H 0.739 4.346 7.034
140 H 3.147 4.901 7.131
141 H 2.186 6.384 7.113

Values from the calculation:
charge = +1
spin multiplicity = 1
max |F| = 5.7 eV/Å

Löwdin population analysis, charges in e, atoms 1 to 5:
1. N 0.0048
2. C -0.2919
3. C -0.1588
4. C -0.1725
5. C 0.0444

=====

Entry 2:
DFT (wB97M-V/def2-TZVPD) results for 9 unconnected molecules or ions with the total composition C47H84F17N10O14P2S at a distorted geometry.

Positions of all 175 atoms, in Å:
1 C 0.579 2.313 -5.671
2 C 1.115 1.921 -4.385
3 C 0.451 0.639 -3.704
4 C 0.804 0.470 -2.110
5 C 2.392 0.806 -1.909
6 C 3.342 -0.064 -2.852
7 O 3.953 -1.102 -2.473
8 O 0.853 -0.999 -2.030
9 P -0.719 -1.530 -1.435
10 S -2.685 -2.202 -0.704
11 N -0.566 -2.826 -2.712
12 C -1.730 -3.128 -3.201
13 O -2.735 -3.154 -3.956
14 C 0.313 -2.487 -0.148
15 C 0.189 -4.102 -0.376
16 C -0.060 -2.220 1.393
17 C 1.286 -1.711 2.128
18 C 1.102 -1.513 3.712
19 O -0.956 -0.060 -0.531
20 C -0.240 1.122 -1.035
21 C 0.333 1.912 0.241
22 C -0.463 1.637 1.609
23 C 0.195 2.406 2.888
24 F 0.550 3.727 2.478
25 F 1.343 1.594 3.234
26 C -0.937 2.415 4.026
27 F -2.026 3.275 3.632
28 F -1.528 1.093 3.973
29 C -0.460 2.601 5.528
30 F -1.649 2.684 6.342
31 F 0.152 1.356 5.925
32 C 0.588 3.747 5.871
33 F 1.845 3.643 5.189
34 F 0.939 3.511 7.258
35 C 0.049 5.255 5.837
36 F -0.848 5.365 6.967
37 F -0.728 5.601 4.707
38 C 1.149 6.397 6.061
39 F 0.425 7.537 6.580
40 F 2.121 6.098 7.059
41 C 1.933 6.906 4.763
42 F 1.869 6.066 3.628
43 F 3.334 6.975 5.113
44 C 1.554 8.393 4.267
45 F 2.032 9.416 5.151
46 F 0.196 8.554 3.920
47 F 2.291 8.610 3.050
48 P -1.496 2.416 -1.730
49 N -0.745 3.644 -2.474
50 O -2.423 3.150 -0.465
51 O -2.639 1.679 -2.770
52 H 1.266 2.569 -6.543
53 H -0.558 2.352 -5.769
54 H 1.968 2.552 -3.972
55 H -0.667 0.545 -3.924
56 H 0.949 -0.282 -4.198
57 H 2.636 0.534 -0.821
58 H 2.569 1.941 -2.000
59 H 3.479 0.287 -3.936
60 H -1.506 -0.855 -2.443
61 H -2.522 -3.018 0.407
62 H 1.417 -2.230 -0.311
63 H 0.553 -4.690 0.556
64 H -0.884 -4.443 -0.566
65 H 0.855 -4.465 -1.244
66 H -0.307 -3.244 1.884
67 H -0.973 -1.559 1.575
68 H 1.573 -0.695 1.657
69 H 2.192 -2.404 1.929
70 H 2.075 -1.076 4.148
71 H 0.306 -0.683 3.858
72 H 0.733 -2.447 4.260
73 H 0.223 3.042 0.000
74 H 1.442 1.751 0.460
75 H -1.593 1.778 1.547
76 H -0.301 0.514 1.848
77 H -0.975 4.529 -1.990
78 H -1.864 3.882 -0.102
79 H -2.907 2.377 -3.432
80 C -2.476 0.872 9.276
81 C -3.616 0.418 10.146
82 O -3.899 -0.765 10.286
83 N -4.346 1.371 10.791
84 C -4.171 2.807 10.754
85 H -1.992 0.003 8.831
86 H -2.849 1.509 8.471
87 H -1.738 1.410 9.876
88 H -5.093 0.992 11.355
89 H -3.992 3.156 11.773
90 H -5.094 3.255 10.380
91 H -3.340 3.106 10.118
92 C -4.651 0.391 -5.865
93 C -4.846 1.882 -5.915
94 O -4.642 2.600 -4.943
95 N -5.264 2.432 -7.089
96 C -5.557 1.760 -8.336
97 H -4.317 0.104 -4.866
98 H -5.594 -0.119 -6.074
99 H -3.887 0.088 -6.584
100 H -5.373 3.436 -7.046
101 H -4.903 2.173 -9.108
102 H -6.596 1.969 -8.599
103 H -5.408 0.685 -8.272
104 C -9.266 0.066 -8.900
105 C -8.457 -0.591 -7.815
106 O -7.413 -1.184 -8.050
107 N -8.920 -0.512 -6.537
108 C -10.121 0.138 -6.060
109 H -8.770 -0.082 -9.860
110 H -10.260 -0.383 -8.952
111 H -9.343 1.140 -8.713
112 H -8.325 -0.976 -5.864
113 H -9.832 0.898 -5.331
114 H -10.743 -0.612 -5.567
115 H -10.686 0.604 -6.864
116 C 8.132 5.462 2.224
117 C 6.796 4.775 2.138
118 O 6.435 4.180 1.133
119 N 5.979 4.831 3.226
120 C 6.224 5.481 4.495
121 H 8.667 5.330 1.283
122 H 7.994 6.532 2.396
123 H 8.729 5.023 3.026
124 H 5.100 4.348 3.095
125 H 6.168 4.724 5.282
126 H 5.439 6.222 4.656
127 H 7.196 5.969 4.530
128 C 2.396 -1.374 -8.375
129 C 2.383 -1.637 -6.895
130 O 2.335 -0.733 -6.071
131 N 2.426 -2.932 -6.476
132 C 2.484 -4.131 -7.282
133 H 2.357 -0.298 -8.552
134 H 3.315 -1.763 -8.817
135 H 1.523 -1.832 -8.846
136 H 2.413 -3.029 -5.469
137 H 1.613 -4.745 -7.042
138 H 3.392 -4.677 -7.014
139 H 2.493 -3.914 -8.348
140 C 3.264 -7.624 -0.429
141 C 1.877 -8.034 -0.016
142 O 0.888 -7.728 -0.665
143 N 1.741 -8.769 1.124
144 C 2.779 -9.226 2.022
145 H 3.210 -7.046 -1.353
146 H 3.717 -6.999 0.343
147 H 3.878 -8.509 -0.612
148 H 0.782 -9.006 1.338
149 H 2.735 -10.317 2.068
150 H 2.576 -8.819 3.015
151 H 3.770 -8.916 1.699
152 C 0.127 0.209 13.894
153 C 0.627 -1.208 13.979
154 O 1.657 -1.501 14.573
155 N -0.105 -2.179 13.369
156 C -1.339 -2.035 12.625
157 H 0.815 0.867 14.426
158 H 0.081 0.529 12.851
159 H -0.857 0.288 14.360
160 H 0.291 -3.103 13.468
161 H -2.103 -2.647 13.109
162 H -1.172 -2.408 11.612
163 H -1.677 -1.002 12.579
164 C 4.419 -4.206 -12.380
165 C 4.406 -4.471 -10.898
166 O 4.359 -3.566 -10.076
167 N 4.449 -5.766 -10.481
168 C 4.507 -6.964 -11.289
169 H 4.380 -3.130 -12.554
170 H 5.338 -4.596 -12.823
171 H 3.546 -4.664 -12.850
172 H 4.437 -5.865 -9.475
173 H 3.637 -7.580 -11.052
174 H 5.414 -7.512 -11.025
175 H 4.515 -6.744 -12.355

Values from the calculation:
charge = -1
spin multiplicity = 1
energy relative to the best compared isomer or geometry (same formula, charge and spin) = 169.23 kcal/mol
max |F| = 6.9 eV/Å

Löwdin population analysis, charges in e, atoms 1 to 5:
1. C -0.0459
2. C -0.1654
3. C -0.1231
4. C -0.3520
5. C -0.0751

=====

Number 1: E_tot -2894.37670 a.u., lowest unoccupied orbital energy -3.85 eV. Number 2: E_tot -6220.68877 a.u., lowest unoccupied orbital energy 1.25 eV.